Record 1
ORCA calculation (wB97M-V/def2-TZVPD) on C5H10N2 in the gas phase.

Last columns: bonded neighbours and bond lengths (Å).
Positions of all 17 atoms, in Å:
1 C -0.223 0.995 -1.884  C2 1.335, H8 1.076, H9 1.076
2 C 0.306 0.360 -0.835  C1 1.335, N3 1.445, H10 1.080
3 N 0.009 0.681 0.543  C2 1.445, C4 1.441, C5 1.362
4 C -0.790 1.826 0.898  N3 1.441, H11 1.094, H12 1.092, H13 1.090
5 C 0.177 -0.376 1.385  N3 1.362, N6 1.262, H14 1.088
6 N 0.156 -1.573 0.985  C5 1.262, C7 1.425
7 C 0.659 -2.445 -0.023  N6 1.425, H15 1.092, H16 1.093, H17 1.095
8 H 0.303 1.011 -2.822  C1 1.076
9 H -1.136 1.562 -1.834  C1 1.076
10 H 1.261 -0.130 -0.956  C2 1.080
11 H -1.766 1.809 0.404  C4 1.094
12 H -0.274 2.733 0.575  C4 1.092
13 H -0.980 1.823 1.971  C4 1.090
14 H -0.034 -0.176 2.433  C5 1.088
15 H 0.461 -3.467 0.308  C7 1.092
16 H 1.737 -2.352 -0.178  C7 1.093
17 H 0.134 -2.283 -0.970  C7 1.095

Relative energy (zero: lowest compared OMol25 entry of this formula, charge and spin)   238.6 kJ/mol
Orbital gap   8.758 eV
SMILES string   C=CN(C)/C=N\C
F_max   3.3 eV Å⁻¹

---

Record 2
ORCA calculation (wB97M-V/def2-TZVPD) on 2 unconnected molecules or ions with the total composition C5H14NO.

Last columns: bonded neighbours and bond lengths (Å).
Positions of all 21 atoms, in Å:
1 C -0.904 1.703 -1.972  C2 1.523, H7 1.090, H8 1.069, H9 1.095
2 C -0.331 2.237 -0.667  C1 1.523, C3 1.538, H10 1.080, H11 1.095
3 C 0.909 1.553 -0.064  C2 1.538, C4 1.513, H12 1.090, H13 1.095
4 C 0.519 0.160 0.375  C3 1.513, C5 1.321, H14 1.064
5 C 1.268 -0.908 0.165  C4 1.321, N6 1.470, H15 1.050
6 N 0.798 -2.262 0.493  C5 1.470, H16 1.044, H17 1.024, H18 1.008
7 H -1.312 0.703 -1.829  C1 1.090
8 H -1.581 2.446 -2.335  C1 1.069
9 H -0.206 1.729 -2.814  C1 1.095
10 H -0.020 3.254 -0.852  C2 1.080
11 H -1.120 2.413 0.071  C2 1.095
12 H 1.701 1.626 -0.810  C3 1.090
13 H 1.203 2.041 0.870  C3 1.095
14 H -0.497 0.043 0.667  C4 1.064
15 H 2.172 -0.833 -0.363  C5 1.050
16 H 0.013 -2.279 1.182  N6 1.044
17 H 0.409 -2.768 -0.307  N6 1.024
18 H 1.597 -2.835 0.716  N6 1.008
19 H -0.953 -3.127 2.814  O21 0.962
20 H -2.308 -2.440 2.402  O21 0.962
21 O -1.358 -2.457 2.256  H19 0.962, H20 0.962

Charge   +1
Relative energy (zero: lowest compared OMol25 entry of this formula, charge and spin)   146.9 kJ/mol
Orbital gap   10.853 eV
F_max   1.7 eV Å⁻¹

---

Record 3
ORCA calculation (wB97M-V/def2-TZVPD) on 9 unconnected molecules or ions with the total composition C51H128N7O15.

Last columns: bonded neighbours and bond lengths (Å).
Positions of all 201 atoms, in Å:
1 C -15.641 -15.505 12.321  C2 1.580, H5 1.090, H6 1.090, H7 1.090
2 C -14.398 -14.541 12.464  C1 1.580, C3 1.543, O4 1.354, H8 1.090
3 C -13.272 -15.308 11.741  C2 1.543, H9 1.090, H10 1.090, H11 1.090
4 O -14.618 -13.242 12.151  C2 1.354
5 H -15.658 -15.785 11.268  C1 1.090
6 H -16.609 -15.153 12.677  C1 1.090
7 H -15.401 -16.440 12.828  C1 1.090
8 H -14.053 -14.569 13.498  C2 1.090
9 H -13.495 -15.305 10.675  C3 1.090
10 H -13.086 -16.296 12.164  C3 1.090
11 H -12.388 -14.694 11.912  C3 1.090
12 C -14.097 -18.590 20.789  C13 1.444, H16 1.090, H17 1.090, H18 1.090
13 C -14.179 -19.560 21.856  C12 1.444, C14 1.579, O15 1.386, H19 1.090
14 C -12.739 -20.183 22.029  C13 1.579, H20 1.090, H21 1.090, H22 1.090
15 O -14.743 -19.174 23.061  C13 1.386
16 H -15.088 -18.148 20.684  C12 1.090
17 H -13.937 -19.005 19.794  C12 1.090
18 H -13.332 -17.900 21.143  C12 1.090
19 H -14.884 -20.313 21.503  C13 1.090
20 H -12.449 -20.756 21.149  C14 1.090
21 H -12.684 -20.844 22.895  C14 1.090
22 H -12.008 -19.390 22.184  C14 1.090
23 C -11.216 -21.866 12.791  C24 1.527, H34 1.090, H35 1.090, H36 1.090
24 C -11.683 -21.109 14.032  C23 1.527, C25 1.596, N29 1.489, C33 1.513
25 C -11.271 -19.584 13.809  C24 1.596, C26 1.559, H37 1.090, H38 1.090
26 C -12.002 -18.573 14.744  C25 1.559, C27 1.510, H39 1.090, H40 1.090
27 C -13.491 -18.761 14.913  C26 1.510, C28 1.538, H41 1.090, H42 1.090
28 C -13.848 -20.234 15.176  C27 1.538, N29 1.530, C31 1.603, C32 1.578
29 N -13.151 -21.235 14.252  C24 1.489, C28 1.530, O30 1.417
30 O -13.665 -22.553 14.329  N29 1.417
31 C -15.437 -20.201 14.960  C28 1.603, H43 1.090, H44 1.090, H45 1.090
32 C -13.627 -20.567 16.703  C28 1.578, H46 1.090, H47 1.090, H48 1.090
33 C -10.865 -21.487 15.246  C24 1.513, H49 1.090, H50 1.090, H51 1.090
34 H -11.297 -22.931 13.012  C23 1.090
35 H -10.146 -21.767 12.606  C23 1.090
36 H -11.766 -21.611 11.885  C23 1.090
37 H -11.245 -19.183 12.796  C25 1.090
38 H -10.234 -19.446 14.114  C25 1.090
39 H -11.763 -17.574 14.378  C26 1.090
40 H -11.517 -18.633 15.718  C26 1.090
41 H -13.839 -18.406 13.943  C27 1.090
42 H -14.050 -18.211 15.670  C27 1.090
43 H -15.965 -19.619 15.715  C31 1.090
44 H -15.885 -21.194 14.923  C31 1.090
45 H -15.652 -19.739 13.997  C31 1.090
46 H -13.618 -21.600 17.051  C32 1.090
47 H -14.428 -20.152 17.314  C32 1.090
48 H -12.730 -20.112 17.123  C32 1.090
49 H -9.814 -21.425 14.963  C33 1.090
50 H -10.922 -22.544 15.507  C33 1.090
51 H -10.984 -20.919 16.169  C33 1.090
52 C -11.979 -14.699 16.172  O53 1.405, H63 1.090, H64 1.090, H65 1.090
53 O -10.712 -15.253 16.420  C52 1.405, C54 1.425
54 C -9.687 -15.038 15.453  O53 1.425, C55 1.571, H66 1.090, H67 1.090
55 C -8.417 -15.862 15.875  C54 1.571, N56 1.500, H68 1.090, H69 1.090
56 N -7.990 -15.393 17.235  C55 1.500, H57 1.010, H58 1.010, C59 1.527
57 H -8.801 -15.086 17.754  N56 1.010
58 H -7.510 -16.181 17.646  N56 1.010
59 C -7.075 -14.172 17.166  N56 1.527, C60 1.534, H70 1.090, H71 1.090
60 C -7.531 -13.506 18.471  C59 1.534, O61 1.395, H72 1.090, H73 1.090
61 O -7.488 -14.210 19.674  C60 1.395, C62 1.427
62 C -7.770 -13.550 20.907  O61 1.427, H74 1.090, H75 1.090, H76 1.090
63 H -11.858 -13.871 15.474  C52 1.090
64 H -12.387 -14.352 17.122  C52 1.090
65 H -12.633 -15.494 15.815  C52 1.090
66 H -9.427 -13.995 15.273  C54 1.090
67 H -10.134 -15.445 14.546  C54 1.090
68 H -7.560 -15.601 15.254  C55 1.090
69 H -8.488 -16.941 16.007  C55 1.090
70 H -7.204 -13.526 16.298  C59 1.090
71 H -6.018 -14.432 17.103  C59 1.090
72 H -8.573 -13.200 18.369  C60 1.090
73 H -6.857 -12.650 18.507  C60 1.090
74 H -7.513 -14.183 21.756  C62 1.090
75 H -8.836 -13.335 20.992  C62 1.090
76 H -7.189 -12.636 21.031  C62 1.090
77 C -13.663 -20.842 7.875  O78 1.390, H88 1.090, H89 1.090, H90 1.090
78 O -13.631 -20.519 9.226  C77 1.390, C79 1.403
79 C -14.306 -19.400 9.738  O78 1.403, C80 1.540, H91 1.090, H92 1.090
80 C -14.417 -19.529 11.269  C79 1.540, N81 1.513, H93 1.090, H94 1.090
81 N -14.728 -20.940 11.720  C80 1.513, H82 1.010, H83 1.010, C84 1.564
82 H -14.267 -21.536 11.046  N81 1.010
83 H -14.244 -21.077 12.596  N81 1.010
84 C -16.270 -21.193 11.667  N81 1.564, C85 1.585, H95 1.090, H96 1.090
85 C -16.482 -22.743 11.411  C84 1.585, O86 1.426, H97 1.090, H98 1.090
86 O -15.738 -23.208 10.287  C85 1.426, C87 1.401
87 C -16.186 -24.403 9.708  O86 1.401, H99 1.090, H100 1.090, H101 1.090
88 H -12.894 -21.579 7.641  C77 1.090
89 H -13.226 -19.987 7.360  C77 1.090
90 H -14.549 -21.393 7.559  C77 1.090
91 H -15.295 -19.304 9.290  C79 1.090
92 H -13.755 -18.532 9.376  C79 1.090
93 H -15.150 -18.930 11.810  C80 1.090
94 H -13.500 -19.431 11.849  C80 1.090
95 H -16.694 -20.624 10.840  C84 1.090
96 H -16.755 -20.871 12.589  C84 1.090
97 H -17.541 -22.964 11.280  C85 1.090
98 H -16.275 -23.455 12.211  C85 1.090
99 H -15.793 -25.353 10.068  C87 1.090
100 H -15.746 -24.242 8.724  C87 1.090
101 H -17.259 -24.578 9.628  C87 1.090
102 C -9.857 -23.068 20.544  O103 1.389, H113 1.090, H114 1.090, H115 1.090
103 O -9.261 -21.922 20.032  C102 1.389, C104 1.418
104 C -8.618 -21.926 18.767  O103 1.418, C105 1.496, H116 1.090, H117 1.090
105 C -8.364 -20.522 18.320  C104 1.496, N106 1.546, H118 1.090, H119 1.090
106 N -7.770 -19.758 19.526  C105 1.546, H107 1.010, H108 1.010, C109 1.483
107 H -7.440 -20.503 20.123  N106 1.010
108 H -6.928 -19.299 19.207  N106 1.010
109 C -8.653 -18.998 20.443  N106 1.483, C110 1.555, H120 1.090, H121 1.090
110 C -8.806 -17.494 20.080  C109 1.555, O111 1.408, H122 1.090, H123 1.090
111 O -9.376 -17.459 18.793  C110 1.408, C112 1.436
112 C -10.797 -17.602 18.648  O111 1.436, H124 1.090, H125 1.090, H126 1.090
113 H -10.523 -22.725 21.336  C102 1.090
114 H -9.170 -23.850 20.867  C102 1.090
115 H -10.477 -23.566 19.799  C102 1.090
116 H -9.343 -22.530 18.222  C104 1.090
117 H -7.739 -22.567 18.839  C104 1.090
118 H -9.248 -20.039 17.903  C105 1.090
119 H -7.755 -20.362 17.429  C105 1.090
120 H -8.061 -19.085 21.354  C109 1.090
121 H -9.530 -19.642 20.512  C109 1.090
122 H -7.809 -17.119 19.851  C110 1.090
123 H -9.469 -17.006 20.795  C110 1.090
124 H -11.087 -17.266 17.653  C112 1.090
125 H -11.314 -16.953 19.355  C112 1.090
126 H -11.086 -18.635 18.846  C112 1.090
127 C -10.009 -26.639 17.942  O128 1.428, H138 1.090, H139 1.090, H140 1.090
128 O -10.999 -25.808 17.333  C127 1.428, C129 1.424
129 C -11.100 -25.907 15.916  O128 1.424, C130 1.561, H141 1.090, H142 1.090
130 C -12.623 -25.856 15.575  C129 1.561, N131 1.577, H143 1.090, H144 1.090
131 N -13.195 -24.659 16.427  C130 1.577, H132 1.010, H133 1.010, C134 1.539
132 H -12.558 -24.569 17.205  N131 1.010
133 H -13.057 -23.761 15.987  N131 1.010
134 C -14.567 -24.977 17.048  N131 1.539, C135 1.500, H145 1.090, H146 1.090
135 C -14.970 -23.942 18.058  C134 1.500, O136 1.440, H147 1.090, H148 1.090
136 O -13.956 -23.985 19.079  C135 1.440, C137 1.383
137 C -14.025 -22.956 20.000  O136 1.383, H149 1.090, H150 1.090, H151 1.090
138 H -10.307 -27.666 18.154  C127 1.090
139 H -9.705 -26.152 18.869  C127 1.090
140 H -9.091 -26.669 17.357  C127 1.090
141 H -10.736 -26.809 15.425  C129 1.090
142 H -10.556 -25.074 15.473  C129 1.090
143 H -13.212 -26.738 15.823  C130 1.090
144 H -12.809 -25.626 14.525  C130 1.090
145 H -14.542 -25.943 17.552  C134 1.090
146 H -15.301 -25.120 16.256  C134 1.090
147 H -15.960 -24.296 18.347  C135 1.090
148 H -14.993 -22.923 17.672  C135 1.090
149 H -13.113 -22.365 19.909  C137 1.090
150 H -13.995 -23.325 21.025  C137 1.090
151 H -14.946 -22.372 20.010  C137 1.090
152 C -10.842 -26.170 11.746  O153 1.419, H163 1.090, H164 1.090, H165 1.090
153 O -11.480 -26.052 10.484  C152 1.419, C154 1.475
154 C -12.211 -24.794 10.239  O153 1.475, C155 1.602, H166 1.090, H167 1.090
155 C -12.683 -25.100 8.739  C154 1.602, N156 1.580, H168 1.090, H169 1.090
156 N -13.097 -26.625 8.750  C155 1.580, H157 1.010, H158 1.010, C159 1.527
157 H -12.402 -27.098 9.309  N156 1.010
158 H -13.958 -26.790 9.251  N156 1.010
159 C -13.326 -27.209 7.358  N156 1.527, C160 1.544, H170 1.090, H171 1.090
160 C -14.654 -26.701 6.758  C159 1.544, O161 1.432, H172 1.090, H173 1.090
161 O -15.777 -26.807 7.641  C160 1.432, C162 1.397
162 C -17.003 -26.606 7.003  O161 1.397, H174 1.090, H175 1.090, H176 1.090
163 H -10.170 -27.027 11.780  C152 1.090
164 H -11.602 -26.298 12.517  C152 1.090
165 H -10.146 -25.350 11.922  C152 1.090
166 H -11.595 -23.902 10.353  C154 1.090
167 H -12.967 -24.443 10.941  C154 1.090
168 H -11.838 -24.957 8.066  C155 1.090
169 H -13.566 -24.496 8.530  C155 1.090
170 H -13.398 -28.297 7.378  C159 1.090
171 H -12.420 -27.101 6.760  C159 1.090
172 H -14.743 -27.313 5.860  C160 1.090
173 H -14.596 -25.641 6.509  C160 1.090
174 H -17.335 -27.394 6.328  C162 1.090
175 H -16.984 -25.644 6.491  C162 1.090
176 H -17.692 -26.602 7.847  C162 1.090
177 C -18.699 -25.018 16.125  O178 1.428, H188 1.090, H189 1.090, H190 1.090
178 O -18.756 -23.599 15.972  C177 1.428, C179 1.394
179 C -19.728 -23.311 15.015  O178 1.394, C180 1.583, H191 1.090, H192 1.090
180 C -20.153 -21.797 14.841  C179 1.583, N181 1.507, H193 1.090, H194 1.090
181 N -20.561 -21.321 16.211  C180 1.507, H182 1.010, H183 1.010, C184 1.465
182 H -21.479 -21.687 16.418  N181 1.010
183 H -19.872 -21.614 16.889  N181 1.010
184 C -20.610 -19.877 16.452  N181 1.465, C185 1.532, H195 1.090, H196 1.090
185 C -19.194 -19.380 16.761  C184 1.532, O186 1.478, H197 1.090, H198 1.090
186 O -18.690 -20.086 17.958  C185 1.478, C187 1.460
187 C -17.330 -19.625 18.227  O186 1.460, H199 1.090, H200 1.090, H201 1.090
188 H -17.981 -25.277 16.903  C177 1.090
189 H -18.350 -25.514 15.220  C177 1.090
190 H -19.607 -25.573 16.361  C177 1.090
191 H -20.614 -23.944 14.959  C179 1.090
192 H -19.314 -23.615 14.053  C179 1.090
193 H -21.076 -21.564 14.310  C180 1.090
194 H -19.253 -21.194 14.718  C180 1.090
195 H -21.273 -19.636 17.283  C184 1.090
196 H -20.798 -19.340 15.523  C184 1.090
197 H -19.263 -18.308 16.946  C185 1.090
198 H -18.439 -19.428 15.977  C185 1.090
199 H -17.187 -19.806 19.292  C187 1.090
200 H -17.279 -18.541 18.123  C187 1.090
201 H -16.556 -20.241 17.770  C187 1.090

2S+1   2
Charge   +4
Orbital gap (spin up / spin down)   2.568 / 2.480 eV
⟨S²⟩   0.7541
F_max   4.6 eV Å⁻¹

---

In Eh, the E values for the records above are, in order, -305.93296, -328.63028, -3529.84462.